1.
# C4H4N2O

The molecule C4H4N2O in a non-equilibrium geometry (the ωB97M-V functional and the def2-TZVPD basis, the OMol25 dataset).

Properties
E_LUMO: 0.411 eV
HOMO level: -9.358 eV
Kohn-Sham gap: 9.769 eV
relative energy (zero: lowest compared OMol25 entry of this formula, charge and spin): 35.33 kcal per mole

Geometry as ORCA input:
```
! RIJCOSX wB97M-V def2-TZVPD def2/J DEFGRID3
* xyz 0 1
N 0.96 -1.55 -1.38
C 1.24 -0.53 -0.90
C 1.21 0.77 -0.32
C -0.02 1.17 0.06
N -1.04 0.24 0.18
C -0.78 -1.09 0.62
O 0.18 -1.44 1.25
H 2.07 1.43 -0.38
H -0.32 2.22 0.14
H -1.94 0.57 0.47
H -1.56 -1.79 0.27
*
```

2.
# C13H19N2

The ion C13H19N2 with charge +1 in a non-equilibrium geometry (the ωB97M-V functional and the def2-TZVPD basis, the OMol25 dataset).

Properties
E_LUMO (spin up / spin down): -4.586 / -4.587 eV
HOMO level (spin up / spin down): -11.348 / -11.348 eV
Kohn-Sham gap (spin up / spin down): 6.762 / 6.761 eV
relative energy (zero: lowest compared OMol25 entry of this formula, charge and spin): 43.09 kcal per mole

Geometry as ORCA input:
```
! RIJCOSX wB97M-V def2-TZVPD def2/J DEFGRID3
* xyz 1 1
C -2.48 -2.03 0.67
C -1.21 -2.26 -0.18
C -1.60 -2.33 -1.68
C -0.46 -3.45 0.27
N -0.34 -1.02 -0.08
C 0.11 -0.74 1.14
C 0.72 0.38 1.56
C 0.97 1.70 0.85
C 0.85 2.75 1.80
C 0.84 4.07 1.47
C 1.08 4.48 0.20
C 1.31 3.45 -0.79
C 1.24 2.11 -0.53
C 1.72 1.32 -1.62
N 1.94 0.01 -1.70
H -3.24 -2.70 0.23
H -2.31 -2.28 1.73
H -2.82 -0.90 0.69
H -1.93 -1.34 -2.14
H -2.37 -3.04 -1.73
H -0.76 -2.64 -2.25
H -0.24 -3.48 1.36
H -1.10 -4.46 0.14
H 0.39 -3.48 -0.29
H -0.55 -0.27 -0.70
H 0.12 -1.56 1.83
H 1.10 0.46 2.56
H 0.41 2.37 2.78
H 0.51 4.87 2.15
H 1.05 5.54 -0.02
H 1.45 3.68 -1.85
H 1.82 1.86 -2.48
H 1.57 -0.56 -0.87
H 2.21 -0.47 -2.52
*
```

3.
# C27H24BrN6NiO6S

A structure of composition C27H24BrN6NiO6S (the ωB97M-V functional and the def2-TZVPD basis, the OMol25 dataset).

Properties
E_LUMO (spin up / spin down): 2.433 / 2.428 eV
HOMO level (spin up / spin down): -5.207 / -5.210 eV
Kohn-Sham gap (spin up / spin down): 7.640 / 7.639 eV
relative energy (zero: lowest compared OMol25 entry of this formula, charge and spin): 3.13 kcal per mole

Geometry as ORCA input:
```
! RIJCOSX wB97M-V def2-TZVPD def2/J DEFGRID3
* xyz -1 3
Ni 1.71 0.30 -0.99
C -1.93 -1.74 -3.70
C -1.08 -0.78 -4.43
N -1.31 -0.29 -5.61
N -0.25 0.53 -5.85
C 0.66 0.56 -4.85
S 2.11 1.37 -4.81
N 0.09 -0.28 -3.92
N 0.60 -0.60 -2.66
H -2.77 -2.02 -4.34
H -2.31 -1.29 -2.77
H -1.36 -2.63 -3.43
H -0.16 1.03 -6.72
H 1.03 -1.53 -2.71
H -0.22 -0.63 -2.01
Br 4.85 -1.73 0.48
C 4.32 0.01 1.03
C 4.78 0.48 2.24
C 4.48 1.79 2.58
C 3.78 2.57 1.68
C 3.35 2.01 0.49
N 3.59 0.72 0.18
C 2.62 2.84 -0.57
O 2.64 4.06 -0.43
O 2.08 2.17 -1.50
H 5.36 -0.16 2.88
H 4.81 2.19 3.53
H 3.55 3.61 1.86
C -4.93 3.74 2.87
C -3.92 2.95 2.09
C -3.09 3.55 1.17
C -2.14 2.83 0.44
C -1.25 3.55 -0.53
C -2.06 1.46 0.65
C -2.89 0.82 1.57
C -2.80 -0.67 1.80
C -3.80 1.57 2.29
C -1.07 0.64 -0.15
O -1.49 -0.30 -0.84
O 0.14 0.97 0.00
H -4.85 4.81 2.65
H -4.79 3.61 3.95
H -5.95 3.43 2.64
H -3.17 4.62 1.00
H -1.68 4.52 -0.79
H -1.10 2.99 -1.45
H -0.26 3.72 -0.12
H -3.15 -1.22 0.93
H -3.38 -0.95 2.67
H -1.76 -0.97 1.96
H -4.44 1.08 3.01
O 1.50 -3.09 -2.00
C 1.46 -2.83 -0.81
N 1.54 -1.60 -0.23
C 1.48 -1.74 1.15
O 1.61 -0.85 1.96
C 1.30 -3.19 1.47
C 1.17 -3.86 2.67
C 1.04 -5.24 2.62
C 1.04 -5.92 1.40
C 1.17 -5.24 0.20
C 1.30 -3.87 0.27
H 1.18 -3.32 3.61
H 0.93 -5.80 3.54
H 0.93 -7.00 1.40
H 1.17 -5.75 -0.75
*
```

4.
# C5H13NO2

A cluster of 2 separate species, C5H13NO2 in total in a non-equilibrium geometry (the ωB97M-V functional and the def2-TZVPD basis, the OMol25 dataset).

Properties
E_LUMO (spin up / spin down): -3.873 / -9.349 eV
HOMO level (spin up / spin down): -14.592 / -14.592 eV
Kohn-Sham gap (spin up / spin down): 10.718 / 5.243 eV
relative energy (zero: lowest compared OMol25 entry of this formula, charge and spin): 51.48 kcal per mole

Geometry as ORCA input:
```
! RIJCOSX wB97M-V def2-TZVPD def2/J DEFGRID3
* xyz 1 2
C 0.58 2.32 0.94
C -0.65 1.65 1.51
C -1.08 0.33 0.74
C -0.24 -0.92 0.91
C -0.64 -2.37 0.38
N -0.11 -2.80 -0.86
O -1.37 -3.07 0.95
H 0.75 3.50 1.18
H 0.46 2.24 -0.16
H 1.55 1.83 1.26
H -0.71 1.42 2.50
H -1.57 2.29 1.40
H -2.12 0.25 1.19
H -1.24 0.53 -0.27
H 0.73 -0.67 0.50
H 0.02 -1.01 1.99
H -0.20 -3.71 -1.14
H 0.30 -2.14 -1.57
H 2.35 -0.47 -4.14
H 1.62 0.92 -3.72
O 1.54 -0.08 -3.60
*
```

5.
# C5H13N2O

A cluster of 2 separate species, C5H13N2O in total (the ωB97M-V functional and the def2-TZVPD basis, the OMol25 dataset).

Properties
E_LUMO: -3.436 eV
HOMO level: -12.346 eV
Kohn-Sham gap: 8.911 eV
relative energy (zero: lowest compared OMol25 entry of this formula, charge and spin): 35.68 kcal per mole

Geometry as ORCA input:
```
! RIJCOSX wB97M-V def2-TZVPD def2/J DEFGRID3
* xyz 1 1
C 0.32 0.94 -2.56
N 0.86 1.05 -1.20
C 0.38 1.78 -0.25
N 0.92 1.86 0.96
H -0.03 -0.08 -2.70
H 1.09 1.17 -3.28
H -0.52 1.63 -2.67
H 1.57 0.37 -0.95
H -0.49 2.38 -0.46
H 1.76 1.33 1.16
H 0.29 2.00 1.74
C 1.00 -2.30 1.25
C -0.18 -1.81 0.47
C -1.13 -1.06 1.00
O -2.19 -0.58 0.28
H 1.94 -1.99 0.80
H 0.98 -1.91 2.28
H 1.01 -3.39 1.32
H -0.32 -2.17 -0.54
H -1.11 -0.81 2.07
H -2.95 -0.48 0.86
*
```

6.
# C22H73N23O13

A cluster of 13 separate species, C22H73N23O13 in total in a non-equilibrium geometry (the ωB97M-V functional and the def2-TZVPD basis, the OMol25 dataset).

Properties
E_LUMO: -0.390 eV
HOMO level: -8.840 eV
Kohn-Sham gap: 8.450 eV
relative energy (zero: lowest compared OMol25 entry of this formula, charge and spin): 55.72 kcal per mole

Geometry as ORCA input:
```
! RIJCOSX wB97M-V def2-TZVPD def2/J DEFGRID3
* xyz 0 1
C -0.13 -2.25 2.49
C -0.45 -1.53 1.19
C 0.65 -0.66 0.60
O 0.19 -0.09 -0.62
C 1.03 0.74 -1.33
N -0.74 -2.59 0.18
H -1.05 -2.46 3.04
H 0.36 -1.54 3.18
H 0.49 -3.14 2.45
H -1.39 -0.98 1.24
H 1.49 -1.32 0.34
H 1.04 0.08 1.30
H 0.43 0.98 -2.21
H 1.96 0.35 -1.75
H 1.19 1.64 -0.71
H -0.92 -2.00 -0.62
H 0.07 -3.14 -0.12
C -0.60 6.41 -6.31
C -1.25 6.96 -5.02
C -0.67 6.38 -3.70
O -0.91 5.01 -3.70
C -0.48 4.27 -2.57
N -1.23 8.41 -5.05
H -0.65 5.33 -6.42
H 0.49 6.54 -6.38
H -1.01 6.95 -7.17
H -2.32 6.75 -5.14
H -1.05 6.83 -2.78
H 0.36 6.78 -3.64
H 0.40 3.70 -2.89
H -1.36 3.66 -2.36
H -0.20 4.95 -1.75
H -0.69 8.76 -5.83
H -2.19 8.71 -5.16
C 0.34 3.41 2.34
C 1.81 3.70 2.42
C 2.39 3.30 3.76
O 1.94 4.16 4.77
C 1.54 3.55 6.02
N 2.53 2.96 1.36
H -0.06 3.84 1.42
H -0.02 3.86 3.26
H 0.10 2.35 2.48
H 2.04 4.76 2.26
H 3.49 3.29 3.72
H 2.07 2.31 4.11
H 1.49 4.43 6.67
H 2.34 2.99 6.50
H 0.63 2.96 6.00
H 3.53 3.10 1.49
H 2.36 3.36 0.45
C -4.57 -3.70 0.88
O -4.27 -4.31 1.92
N -3.77 -2.87 0.20
N -5.77 -3.96 0.29
H -3.98 -2.62 -0.74
H -2.80 -2.91 0.54
H -6.38 -4.52 0.85
H -6.00 -3.60 -0.62
C -1.57 1.18 -4.49
O -2.22 1.32 -3.46
N -1.35 0.04 -5.20
N -0.88 2.22 -5.06
H -0.77 0.11 -6.01
H -1.66 -0.88 -4.97
H -0.89 3.05 -4.48
H -0.18 2.04 -5.75
C -0.79 -3.03 -3.77
O 0.35 -2.70 -4.06
N -1.52 -2.35 -2.86
N -1.48 -4.04 -4.37
H -2.40 -2.70 -2.53
H -0.96 -1.61 -2.47
H -2.45 -4.21 -4.20
H -0.89 -4.64 -4.93
C -4.41 -1.67 5.07
O -3.81 -0.84 5.75
N -4.03 -2.09 3.84
N -5.57 -2.23 5.50
H -4.56 -2.62 3.18
H -3.09 -1.80 3.62
H -5.93 -2.98 4.93
H -5.88 -1.97 6.42
C 3.17 -5.62 0.61
O 3.14 -6.84 0.42
N 3.85 -5.04 1.64
N 2.54 -4.71 -0.16
H 4.09 -4.06 1.53
H 4.48 -5.60 2.18
H 2.61 -3.73 0.07
H 1.95 -5.00 -0.94
C 4.58 1.93 -2.31
O 5.22 1.82 -1.27
N 3.52 2.74 -2.50
N 5.14 1.54 -3.52
H 3.00 2.66 -3.36
H 3.00 2.99 -1.67
H 4.48 1.41 -4.26
H 5.87 0.85 -3.38
C 4.08 -1.15 0.69
O 3.91 -2.23 1.28
N 4.32 -1.08 -0.64
N 3.93 0.00 1.34
H 4.34 -1.96 -1.12
H 4.68 -0.23 -1.04
H 3.76 0.02 2.33
H 4.07 0.87 0.86
C -3.29 0.99 0.46
O -4.20 0.42 1.08
N -2.93 0.51 -0.77
N -2.64 2.08 0.88
H -2.34 1.01 -1.40
H -3.23 -0.43 -0.97
H -2.83 2.43 1.79
H -2.04 2.48 0.18
C 1.07 -1.84 6.77
O 0.56 -0.71 6.77
N 1.71 -2.25 7.90
N 1.42 -2.50 5.65
H 1.56 -1.73 8.75
H 2.48 -2.88 7.78
H 1.12 -2.21 4.74
H 1.64 -3.47 5.84
C -0.45 -5.94 -1.24
O 0.47 -6.08 -2.06
N -1.75 -5.61 -1.50
N -0.25 -6.10 0.07
H -2.44 -5.45 -0.79
H -1.93 -5.63 -2.49
H -1.08 -6.29 0.60
H 0.69 -6.33 0.37
*
```

7.
# N2O6Pb

A structure of composition N2O6Pb in a non-equilibrium geometry (the ωB97M-V functional and the def2-TZVPD basis, the OMol25 dataset).

Properties
E_LUMO: -2.957 eV
HOMO level: -9.320 eV
Kohn-Sham gap: 6.363 eV
relative energy (zero: lowest compared OMol25 entry of this formula, charge and spin): 28.34 kcal per mole

Geometry as ORCA input:
```
! RIJCOSX wB97M-V def2-TZVPD def2/J DEFGRID3
* xyz 0 1
Pb -1.52 0.83 1.01
N -1.20 -1.67 0.20
O -0.68 -1.32 1.29
O -2.38 -1.44 0.23
O -0.84 -1.26 -0.88
N 1.61 1.21 -0.49
O 2.00 0.40 -1.37
O 0.53 1.21 0.07
O 2.47 2.04 -0.06
*
```

8.
# C20H20N2O6

The molecule C20H20N2O6 (the ωB97M-V functional and the def2-TZVPD basis, the OMol25 dataset).

Properties
E_LUMO: 0.394 eV
HOMO level: -8.548 eV
Kohn-Sham gap: 8.942 eV
relative energy (zero: lowest compared OMol25 entry of this formula, charge and spin): 77.61 kcal per mole

Geometry as ORCA input:
```
! RIJCOSX wB97M-V def2-TZVPD def2/J DEFGRID3
* xyz 0 1
H 0.88 3.46 4.99
N 0.70 3.10 4.05
C -0.35 2.42 3.98
C -1.30 2.09 5.11
O -1.22 2.50 6.23
O -2.26 1.28 4.66
C -2.09 0.96 3.28
C -0.89 1.76 2.74
C -1.28 2.78 1.71
C -2.02 3.89 2.11
C -2.35 4.90 1.22
C -1.93 4.81 -0.10
C -1.22 3.70 -0.52
C -0.91 2.67 0.37
N -0.21 1.56 -0.12
C -0.62 0.26 -0.01
O -1.60 -0.07 0.63
C 0.23 -0.72 -0.73
C 1.55 -0.49 -1.06
C 2.30 -1.45 -1.75
O 3.58 -1.05 -1.99
C 4.51 -1.87 -2.66
C 1.71 -2.68 -2.10
O 2.47 -3.60 -2.76
C 1.88 -4.37 -3.79
C 0.38 -2.92 -1.71
O -0.13 -4.16 -2.01
C -1.45 -4.45 -1.63
C -0.35 -1.95 -1.04
H -3.02 1.21 2.76
H -1.94 -0.12 3.20
H -0.13 1.09 2.33
H -2.33 3.98 3.14
H -2.91 5.75 1.55
H -2.16 5.60 -0.80
H -0.91 3.62 -1.55
H 0.45 1.76 -0.87
H 2.07 0.42 -0.80
H 5.45 -1.31 -2.63
H 4.22 -2.03 -3.71
H 4.64 -2.83 -2.17
H 1.37 -5.25 -3.39
H 2.71 -4.70 -4.42
H 1.19 -3.78 -4.39
H -1.58 -4.39 -0.54
H -1.63 -5.47 -1.95
H -2.17 -3.78 -2.12
H -1.37 -2.11 -0.74
*
```

9.
# C9H17N3O3

The molecule C9H17N3O3 in a non-equilibrium geometry (the ωB97M-V functional and the def2-TZVPD basis, the OMol25 dataset).

Properties
E_LUMO: 0.259 eV
HOMO level: -7.761 eV
Kohn-Sham gap: 8.021 eV
relative energy (zero: lowest compared OMol25 entry of this formula, charge and spin): 147.66 kcal per mole

Geometry as ORCA input:
```
! RIJCOSX wB97M-V def2-TZVPD def2/J DEFGRID3
* xyz 0 1
C -0.28 2.54 0.80
C 2.05 -0.67 -2.00
C 0.59 -0.45 -2.50
C 2.14 -1.10 -0.56
C -0.07 0.56 -1.57
C 1.35 -0.08 0.34
C -0.89 -1.13 0.11
C -1.03 1.42 1.27
C 0.03 0.04 -0.14
N -2.79 0.06 1.00
N -0.73 -1.81 1.32
N -0.80 0.82 2.60
O -0.49 3.27 -0.13
O -2.37 -0.73 -0.12
O -2.31 1.34 0.76
H 0.76 2.61 1.38
H 2.71 -1.39 -2.62
H 2.62 0.38 -2.04
H 0.50 -0.09 -3.44
H -0.01 -1.42 -2.27
H 1.63 -2.09 -0.15
H 3.23 -1.17 -0.21
H 0.37 1.62 -1.66
H -1.16 0.54 -1.84
H 1.60 -0.48 1.45
H 1.83 0.81 0.25
H -0.88 -1.79 -0.79
H -3.80 0.04 0.80
H -1.48 -2.39 1.66
H -0.58 -1.15 2.13
H -0.07 1.20 3.11
H -1.69 0.68 3.07
*
```

10.
# CH15NO5

A structure of composition CH15NO5 in a non-equilibrium geometry (the ωB97M-V functional and the def2-TZVPD basis, the OMol25 dataset).

Properties
E_LUMO: 0.573 eV
HOMO level: -10.451 eV
Kohn-Sham gap: 11.024 eV
relative energy (zero: lowest compared OMol25 entry of this formula, charge and spin): 31.10 kcal per mole

Geometry as ORCA input:
```
! RIJCOSX wB97M-V def2-TZVPD def2/J DEFGRID3
* xyz 0 1
H -0.09 -0.59 0.86
O 0.24 -1.53 0.06
N -0.65 0.49 1.23
H 0.83 -2.08 0.61
H -0.58 1.09 0.41
H -0.11 0.92 1.98
C -2.03 0.26 1.66
H -2.02 -0.33 2.57
H -2.79 1.02 1.93
H -2.61 -0.34 0.96
O 2.51 -0.11 -0.32
H 2.83 -0.03 -1.22
H 1.67 -0.63 -0.27
O 0.42 0.53 -1.89
H 0.18 0.65 -2.82
H 0.13 -0.34 -1.60
O -2.24 -1.72 -0.96
H -1.79 -2.53 -0.72
H -1.58 -1.14 -0.56
O 1.38 2.24 0.49
H 2.16 2.79 0.30
H 1.47 1.38 0.04
*
```

11.
# C5H7N

The molecule C5H7N in a non-equilibrium geometry (the ωB97M-V functional and the def2-TZVPD basis, the OMol25 dataset).

Properties
E_LUMO (spin up / spin down): 0.165 / -0.013 eV
HOMO level (spin up / spin down): -6.886 / -8.180 eV
Kohn-Sham gap (spin up / spin down): 7.051 / 8.168 eV
relative energy (zero: lowest compared OMol25 entry of this formula, charge and spin): 129.48 kcal per mole

Geometry as ORCA input:
```
! RIJCOSX wB97M-V def2-TZVPD def2/J DEFGRID3
* xyz 0 1
C -0.36 0.40 1.20
C -1.48 0.99 1.19
C -1.02 0.31 -1.70
C 0.29 -0.31 0.07
C 1.70 -0.79 0.24
N -0.18 -0.43 -1.10
H 0.33 0.62 1.94
H -2.57 0.99 1.00
H -1.73 -0.28 -2.38
H -1.29 1.27 -1.38
H 2.42 0.08 0.35
H 1.94 -1.58 -0.61
H 1.95 -1.26 1.18
*
```

12.
# C26H27AsBrCl3F2IrN2OS

A structure of composition C26H27AsBrCl3F2IrN2OS (the ωB97M-V functional and the def2-TZVPD basis, the OMol25 dataset).

Properties
E_LUMO (spin up / spin down): -5.235 / -9.778 eV
HOMO level (spin up / spin down): -13.476 / -13.475 eV
Kohn-Sham gap (spin up / spin down): 8.241 / 3.697 eV
relative energy (zero: lowest compared OMol25 entry of this formula, charge and spin): 20.80 kcal per mole

Geometry as ORCA input:
```
! RIJCOSX wB97M-V def2-TZVPD def2/J DEFGRID3
* xyz 2 6
Ir 0.34 0.98 0.31
Br 0.94 2.96 -0.80
C 2.85 -1.04 -1.69
As 2.51 -0.39 0.09
C 3.97 0.82 0.46
C 2.61 -1.94 1.29
C 4.06 -2.30 1.48
C 4.67 -3.20 0.61
C 6.01 -3.52 0.78
C 6.74 -2.94 1.80
C 6.13 -2.04 2.67
C 4.79 -1.72 2.51
H 3.88 -1.41 -1.70
H 2.75 -0.22 -2.41
H 2.16 -1.84 -1.94
H 4.87 0.21 0.52
H 3.81 1.35 1.39
H 4.03 1.52 -0.37
H 2.05 -2.72 0.79
H 2.12 -1.69 2.23
H 4.10 -3.68 -0.17
H 6.48 -4.23 0.11
H 7.78 -3.19 1.93
H 6.70 -1.60 3.48
H 4.32 -1.02 3.20
Cl -5.74 6.03 4.32
C -5.26 4.38 4.24
C -3.92 4.05 4.25
C -3.57 2.71 4.21
C -4.51 1.69 4.14
C -4.04 0.26 4.12
C -4.28 -0.42 2.76
N -3.44 0.23 1.74
C -3.75 1.36 1.00
C -2.65 1.67 0.29
N -1.65 0.74 0.60
C -2.20 -0.12 1.48
O -4.64 -0.50 5.13
C -3.83 -1.55 5.68
C -2.56 -1.01 6.28
C -1.30 -1.15 5.76
Cl -0.86 -2.05 4.34
S -0.08 -0.38 6.68
C -1.26 0.18 7.80
C -2.51 -0.23 7.47
C -5.85 2.06 4.12
Cl -7.12 0.88 3.96
C -6.24 3.39 4.17
H -3.18 4.82 4.31
H -2.52 2.44 4.25
H -2.95 0.29 4.28
H -5.32 -0.34 2.46
H -4.00 -1.47 2.79
H -4.73 1.81 1.04
H -2.48 2.47 -0.42
H -1.71 -0.96 1.94
H -3.61 -2.31 4.93
H -4.45 -2.00 6.44
H -0.95 0.76 8.65
H -3.39 0.00 8.06
H -7.28 3.66 4.16
F -0.26 2.20 3.13
C 0.67 1.38 2.69
F 1.89 1.85 2.96
H 0.54 0.36 3.11
*
```

13.
# C2H10N3O

A cluster of 2 separate species, C2H10N3O in total (the ωB97M-V functional and the def2-TZVPD basis, the OMol25 dataset).

Properties
E_LUMO: 4.543 eV
HOMO level: -2.983 eV
Kohn-Sham gap: 7.527 eV
relative energy (zero: lowest compared OMol25 entry of this formula, charge and spin): 1.86 kcal per mole

Geometry as ORCA input:
```
! RIJCOSX wB97M-V def2-TZVPD def2/J DEFGRID3
* xyz -1 1
N 0.04 2.41 1.09
C -0.46 1.19 1.74
O -0.35 0.11 0.95
H -0.61 2.72 0.38
H 0.15 3.16 1.76
H 0.11 1.09 2.71
H -1.53 1.33 2.06
N -0.30 -2.24 -0.56
C -0.02 -1.42 -1.73
N 0.99 -0.39 -1.58
H 0.54 -2.72 -0.27
H -0.53 -1.58 0.20
H 0.21 -2.07 -2.58
H -0.95 -0.89 -1.93
H 0.78 0.09 -0.71
H 1.92 -0.78 -1.55
*
```